[1]
# C8H14N4O5

An isolated molecule of C8H14N4O5 at a distorted geometry (wB97M-V/def2-TZVPD, the Open Molecules 2025 dataset).

```
! RIJCOSX wB97M-V def2-TZVPD def2/J DEFGRID3
* xyz 0 1
N -1.39 2.97 -0.04
C -2.22 1.92 -0.05
O -3.36 1.92 0.43
C -1.68 0.66 -0.71
C -1.78 -0.53 0.29
N -0.59 -1.33 0.25
C 0.52 -0.83 0.84
O 0.52 0.12 1.61
C 1.85 -1.41 0.35
N 1.70 -2.73 -0.22
C 2.38 -0.44 -0.75
C 2.28 1.03 -0.38
N 3.25 1.49 0.46
O 1.41 1.76 -0.84
C -3.02 -1.37 -0.01
O -2.96 -2.54 -0.30
O -4.16 -0.69 0.03
H -0.43 2.84 -0.24
H -1.69 3.79 0.48
H -0.65 0.80 -1.00
H -2.28 0.43 -1.62
H -1.88 -0.13 1.29
H -0.50 -2.09 -0.36
H 2.51 -1.37 1.22
H 2.52 -3.03 -0.75
H 1.59 -3.44 0.53
H 3.43 -0.72 -1.00
H 1.76 -0.58 -1.64
H 3.05 2.42 0.88
H 3.79 0.83 1.02
H -3.97 0.25 0.24
*
```

- Lowest unoccupied orbital energy: 0.38 eV
- Relative energy (zero: lowest compared OMol25 entry of this formula, charge and spin): 0.8 kcal/mol
- Total energy: -24723.840 eV
- HOMO-LUMO gap: 10.3 eV

Per-atom Mulliken charges, elementary charge units: N -0.331; C 0.802; O -0.751; C -0.656; C -0.098; N -0.209; C 0.151; O -0.663; C 0.539; N -0.714; C -1.037; C 0.506; N -0.411; O -0.697; C 0.447; O -0.606; O -0.512; H 0.248; H 0.262; H 0.096; H 0.302; H 0.476; H 0.361; H 0.321; H 0.235; H 0.246; H 0.387; H 0.361; H 0.257; H 0.244; H 0.444

[2]
# C8H14NO

The ion C8H14NO with charge +1 at a distorted geometry (wB97M-V/def2-TZVPD, the Open Molecules 2025 dataset).

```
! RIJCOSX wB97M-V def2-TZVPD def2/J DEFGRID3
* xyz 1 1
C -1.37 0.15 1.29
N -1.19 -0.35 -0.09
C -2.32 0.09 -0.88
C 0.26 0.02 -0.45
C 0.63 1.38 0.04
C 1.97 1.68 0.06
C 2.94 0.64 -0.13
C 2.72 -0.65 0.22
C 1.31 -1.25 0.32
O 1.07 -2.37 -0.56
H -0.51 0.51 1.81
H -2.00 0.98 1.16
H -1.88 -0.64 1.92
H -1.19 -1.34 -0.08
H -2.38 1.12 -0.86
H -2.52 -0.36 -1.91
H -3.16 -0.24 -0.32
H 0.45 -0.11 -1.53
H -0.08 2.19 0.13
H 2.15 2.70 0.26
H 3.93 0.74 -0.42
H 3.41 -1.45 0.06
H 1.11 -1.42 1.42
H 1.85 -2.86 -0.79
*
```

- Lowest unoccupied orbital energy: -3.39 eV
- Relative energy (zero: lowest compared OMol25 entry of this formula, charge and spin): 78.2 kcal/mol
- Total energy: -12050.897 eV
- HOMO-LUMO gap: 9.1 eV

Per-atom Mulliken charges, elementary charge units: C -1.073; N 0.177; C -1.014; C -0.218; C -0.461; C -0.407; C -0.618; C -0.643; C 0.250; O -0.487; H 0.517; H 0.478; H 0.270; H 0.359; H 0.402; H 0.295; H 0.491; H 0.425; H 0.398; H 0.454; H 0.476; H 0.387; H 0.206; H 0.335

[3]
# C8H14NOS

A cluster of 2 separate species, C8H14NOS in total at a distorted geometry (wB97M-V/def2-TZVPD, the Open Molecules 2025 dataset).

```
! RIJCOSX wB97M-V def2-TZVPD def2/J DEFGRID3
* xyz 1 3
C 2.65 0.14 0.84
C 2.66 1.34 0.20
C 2.11 -0.88 0.05
C 1.51 -0.36 -1.02
C 1.98 -2.26 0.65
C -1.29 1.85 -0.50
C -2.29 -0.43 -0.85
C -2.34 -0.09 0.60
N -1.27 0.43 -0.29
O -3.14 0.76 1.27
S 1.81 1.31 -1.30
H 3.04 -0.21 1.77
H 2.92 2.32 0.52
H 2.74 -2.38 1.44
H 0.92 -2.44 0.92
H 2.09 -2.93 -0.23
H -1.34 2.03 -1.63
H -2.09 2.42 0.05
H -0.23 2.13 -0.16
H 1.19 -0.96 -1.88
H -3.04 0.04 -1.51
H -2.20 -1.53 -0.96
H -1.97 -0.84 1.21
H -0.29 0.01 -0.41
H -4.10 0.52 1.21
*
```

- Lowest unoccupied orbital energy (spin up / spin down): -2.70 / -6.12 eV
- Relative energy (zero: lowest compared OMol25 entry of this formula, charge and spin): 20.7 kcal/mol
- Total energy: -22882.833 eV
- HOMO-LUMO gap (spin up / spin down): 6.0 / 6.4 eV
- ⟨S²⟩: 2.014

Per-atom Mulliken charges, elementary charge units: C -0.523; C -0.541; C 0.811; C -0.721; C -1.072; C -0.722; C -0.564; C -0.081; N 0.527; O -0.489; S -0.132; H 0.429; H 0.473; H 0.353; H 0.225; H 0.335; H 0.337; H 0.310; H 0.213; H 0.546; H 0.301; H 0.278; H 0.450; H -0.109; H 0.366